Record 1
{
  "formula": "C13H28N2O4",
  "method": "ωB97M-V with the def2-TZVPD basis set",
  "symbols": ["O", "O", "O", "O", "C", "C", "N", "N", "C", "C", "C", "C", "C", "C", "C", "C", "C", "C", "C", "H", "H", "H", "H", "H", "H", "H", "H", "H", "H", "H", "H", "H", "H", "H", "H", "H", "H", "H", "H", "H", "H", "H", "H", "H", "H", "H", "H"],
  "positions_angstrom": [[-2.05190, -4.75893, -1.17512], [-3.71441, -0.45030, 1.79665], [7.33900, 2.66574, 2.05881], [3.94021, 2.33656, 0.69656], [-2.45200, -3.63421, -0.92636], [-3.22583, -1.51354, 1.42864], [-3.68116, -2.69355, 1.87300], [-1.71646, -2.83978, -0.14407], [-3.77226, -3.17219, -1.51377], [-4.80782, -2.85396, 2.79027], [2.49035, 3.95084, -0.37802], [-1.16352, 0.70933, -2.68309], [0.38829, -0.06993, -0.91933], [3.24827, 2.63633, -0.52268], [5.93995, 2.35734, 2.05023], [5.31772, 2.73861, 0.70935], [-0.93136, -0.37414, -1.63031], [-2.11207, -0.41324, -0.63949], [-2.03767, -1.52118, 0.43935], [7.48377, 3.62675, 2.02973], [-3.21775, -3.52575, 1.54019], [-0.83649, -3.25070, 0.12837], [-4.39661, -2.70273, -0.75894], [-3.57742, -2.47418, -2.32490], [-4.29576, -4.03903, -1.91409], [-4.52723, -2.49903, 3.78345], [-5.65940, -2.26737, 2.43851], [-5.09863, -3.90365, 2.85134], [1.78586, 3.89257, 0.45720], [3.18560, 4.77521, -0.19514], [1.92965, 4.16466, -1.29251], [-1.23489, 1.68752, -2.20700], [-2.08740, 0.50538, -3.22375], [-0.33819, 0.71539, -3.39481], [0.30617, 0.86507, -0.36405], [0.64017, -0.87660, -0.23308], [1.18901, 0.01219, -1.65373], [3.94008, 2.69993, -1.36952], [2.54170, 1.83096, -0.73777], [5.80771, 1.28328, 2.21824], [5.43365, 2.89297, 2.85977], [5.39899, 3.81985, 0.55944], [5.86435, 2.23571, -0.09567], [-0.84616, -1.32966, -2.14849], [-2.16374, 0.55205, -0.13266], [-3.03891, -0.52431, -1.19999], [-1.18545, -1.26621, 1.06924]],
  "lowdin_charge": [0.038, 0.058, -0.077, -0.159, -0.561, -0.468, 0.018, 0.096, 0.018, -0.051, -0.077, -0.078, -0.079, -0.264, -0.229, -0.208, -0.429, -0.125, -0.192, 0.091, 0.128, 0.153, 0.074, 0.082, 0.088, 0.086, 0.088, 0.085, 0.077, 0.069, 0.074, 0.083, 0.076, 0.078, 0.083, 0.071, 0.076, 0.116, 0.089, 0.126, 0.120, 0.120, 0.127, 0.129, 0.125, 0.107, 0.148],
  "multiplicity": 1,
  "total_charge": 0,
  "e_tot_ev": -25105.7007,
  "mol_weight_g_mol": 276.38,
  "orbital_gap_ev": 10.1962,
  "de_lowest_kj_mol": 126.19
}


Record 2
{
  "formula": "C13H28N3O9Sr",
  "method": "ωB97M-V with the def2-TZVPD basis set",
  "symbols": ["Sr", "C", "C", "O", "O", "H", "H", "H", "C", "C", "O", "O", "H", "H", "H", "C", "C", "O", "O", "H", "H", "H", "C", "O", "N", "N", "H", "H", "H", "H", "C", "O", "C", "C", "N", "C", "C", "O", "C", "H", "H", "H", "H", "H", "H", "H", "H", "H", "H", "H", "H", "H", "H", "H"],
  "positions_angstrom": [[-36.21200, -3.50089, 7.27223], [-31.82379, -2.85836, 5.97233], [-33.28070, -2.75745, 6.42835], [-34.26442, -3.16716, 5.71316], [-33.45728, -2.31231, 7.56821], [-31.19537, -2.70825, 6.84627], [-31.64774, -2.02671, 5.28744], [-31.60593, -3.84576, 5.56368], [-35.72231, -5.99295, 10.53632], [-34.99796, -4.62555, 10.53865], [-33.93451, -4.58931, 11.19845], [-35.52837, -3.70707, 9.85168], [-35.48435, -6.58287, 11.41779], [-35.55759, -6.52685, 9.59714], [-36.81144, -5.81627, 10.55204], [-37.58306, 0.89395, 8.74878], [-36.92678, -0.45983, 8.50771], [-35.81212, -0.65213, 8.98654], [-37.58354, -1.31517, 7.81235], [-38.12581, 0.85246, 9.70080], [-38.37205, 1.11369, 8.01837], [-36.86634, 1.70827, 8.77083], [-33.79144, -6.34286, 7.00518], [-34.86224, -5.81622, 7.27261], [-32.97539, -6.83925, 7.98280], [-33.32050, -6.47546, 5.70499], [-32.11826, -7.31158, 7.76318], [-33.14823, -6.61617, 8.94993], [-32.32906, -6.38927, 5.57088], [-33.92627, -6.02338, 5.04328], [-37.11309, -1.41339, 4.48029], [-37.58724, -2.56306, 5.11798], [-38.56679, -3.31444, 4.45049], [-39.00418, -4.42703, 5.38403], [-37.79302, -5.12611, 5.85910], [-38.08537, -6.26921, 6.72959], [-38.74878, -5.90665, 8.05261], [-38.19476, -4.67206, 8.45876], [-38.82826, -4.08813, 9.56969], [-36.76625, -1.60418, 3.45618], [-36.32832, -0.97778, 5.09105], [-37.90056, -0.64357, 4.40241], [-38.11066, -3.73722, 3.53019], [-39.39868, -2.69540, 4.08903], [-39.63872, -5.14735, 4.85354], [-39.50412, -3.97994, 6.24374], [-37.36728, -5.47817, 5.00619], [-37.19816, -6.88231, 6.88133], [-38.73683, -6.95827, 6.15358], [-38.47350, -6.64468, 8.81150], [-39.83375, -5.80679, 7.94957], [-39.91815, -4.07361, 9.41517], [-38.52497, -3.04512, 9.66082], [-38.56066, -4.57227, 10.51266]],
  "lowdin_charge": [1.548, -0.025, -0.759, -0.239, -0.022, 0.068, 0.068, 0.046, -0.039, -0.746, -0.068, -0.140, 0.058, 0.043, 0.038, -0.044, -0.765, -0.005, -0.205, 0.065, 0.055, 0.060, -0.621, -0.049, 0.184, 0.157, 0.093, 0.107, 0.086, 0.093, -0.097, -0.282, -0.216, -0.174, -0.138, -0.194, -0.199, -0.322, -0.090, 0.093, 0.095, 0.096, 0.129, 0.129, 0.123, 0.130, 0.124, 0.107, 0.118, 0.128, 0.120, 0.094, 0.091, 0.088],
  "multiplicity": 1,
  "total_charge": -1,
  "e_tot_ev": -37675.1649,
  "mol_weight_g_mol": 458.00,
  "orbital_gap_ev": 6.6225,
  "de_lowest_kj_mol": 84.26
}


Record 3
{
  "formula": "C13H28N3O9Sr",
  "method": "ωB97M-V with the def2-TZVPD basis set",
  "symbols": ["Sr", "C", "C", "O", "O", "H", "H", "H", "C", "C", "O", "O", "H", "H", "H", "C", "C", "O", "O", "H", "H", "H", "C", "O", "N", "N", "H", "H", "H", "H", "C", "O", "C", "C", "N", "C", "C", "O", "C", "H", "H", "H", "H", "H", "H", "H", "H", "H", "H", "H", "H", "H", "H", "H"],
  "positions_angstrom": [[-0.30458, 0.49987, 0.48863], [2.41311, 3.31588, 3.05539], [1.28827, 3.02579, 2.06252], [1.29916, 3.65915, 1.00745], [0.47169, 2.08839, 2.33491], [3.23379, 3.84986, 2.56930], [2.86144, 2.41140, 3.47947], [2.08388, 3.95344, 3.88081], [-4.41853, 2.11692, 2.14073], [-3.00805, 1.93736, 1.59271], [-2.32785, 0.94456, 2.01236], [-2.51987, 2.81592, 0.86938], [-4.90207, 1.15454, 2.30983], [-5.04743, 2.76021, 1.52603], [-4.29474, 2.66027, 3.08244], [0.24868, 1.95479, -3.88409], [0.33395, 2.64682, -2.52119], [-0.14029, 2.00985, -1.53098], [0.81850, 3.77947, -2.53112], [-0.75643, 1.97204, -4.30795], [0.59546, 0.91574, -3.88384], [0.92024, 2.42586, -4.61015], [0.25038, -1.77434, -2.69302], [0.08030, -0.98180, -1.79810], [1.19777, -1.62068, -3.66996], [-0.48744, -2.93909, -2.82351], [1.56876, -0.70522, -3.84655], [1.25853, -2.31371, -4.39578], [-0.27903, -3.57906, -3.57113], [-0.86657, -3.33523, -1.98472], [-3.31268, -1.36957, -0.18706], [-2.01327, -1.49688, 0.35281], [-1.56063, -2.77724, 0.67395], [-0.04647, -2.76607, 0.97210], [0.35267, -1.62603, 1.80139], [1.78480, -1.63027, 2.12410], [2.68527, -1.10142, 1.01707], [2.18112, 0.12144, 0.54569], [2.90196, 0.53270, -0.60061], [-3.40694, -1.87386, -1.15630], [-3.48012, -0.30636, -0.34235], [-4.03199, -1.75864, 0.54021], [-1.76795, -3.43532, -0.18303], [-2.13655, -3.16555, 1.52375], [0.49222, -2.90496, 0.03750], [0.08239, -3.70260, 1.54352], [-0.15637, -1.73248, 2.67254], [2.12453, -2.64063, 2.41296], [1.92479, -1.03985, 3.03200], [2.77079, -1.85847, 0.22103], [3.70518, -0.98780, 1.40310], [2.62334, 1.54565, -0.87998], [2.72488, -0.15189, -1.44361], [3.98800, 0.47705, -0.44064]],
  "lowdin_charge": [1.570, -0.047, -0.769, -0.012, -0.200, 0.057, 0.050, 0.059, -0.040, -0.781, -0.209, -0.022, 0.054, 0.060, 0.071, -0.035, -0.756, -0.197, -0.018, 0.068, 0.015, 0.060, -0.639, 0.009, 0.165, 0.164, 0.085, 0.092, 0.089, 0.066, -0.063, -0.314, -0.221, -0.191, -0.122, -0.181, -0.227, -0.289, -0.075, 0.092, 0.100, 0.099, 0.108, 0.130, 0.104, 0.121, 0.137, 0.120, 0.131, 0.124, 0.131, 0.105, 0.081, 0.095],
  "multiplicity": 1,
  "total_charge": -1,
  "e_tot_ev": -37674.0225,
  "mol_weight_g_mol": 458.00,
  "orbital_gap_ev": 5.7677,
  "de_lowest_kj_mol": 194.49
}